1.
Formula: C26H33Cl5N2OPtSi3
Source: the Open Molecules 2025 dataset
Level of theory: ωB97M-V/def2-TZVPD

## Properties
* E_tot: -4484.1439 a.u.
* ΔE to the lowest compared entry with this formula, charge and spin: 1.9611 eV
* highest occupied orbital energy (alpha / beta): -0.14 / -0.30 eV
* largest force on an atom: 1.4 eV/A

```
! RIJCOSX wB97M-V def2-TZVPD def2/J DEFGRID3
* xyz -2 1
Pt -0.3401 -0.2013 0.2951
C 1.7761 -1.7162 3.0070
Si 2.0004 0.0161 2.2529
C 0.8944 1.1579 3.2804
C 3.7693 0.5075 2.8087
C 1.7747 0.0580 0.4202
Si 2.3031 1.6140 -0.4481
C 1.4596 1.9661 -2.1122
C 4.1704 1.5518 -0.8688
C 2.1477 3.1928 0.5929
Si 2.2442 -1.4930 -0.4565
C 2.0616 -1.4254 -2.3413
C 3.9956 -2.1867 -0.1334
C 1.0735 -2.9093 0.0770
C 1.3984 -4.2246 0.3854
C 0.4096 -5.0850 0.8378
C -0.8943 -4.6223 0.9545
C -1.1625 -3.3087 0.6017
N -0.2037 -2.4891 0.1820
H 1.8984 -1.6191 4.0906
H 2.5021 -2.4534 2.6607
H 0.7772 -2.1092 2.8156
H 1.1967 1.0817 4.3292
H -0.1572 0.8844 3.1897
H 0.9791 2.2008 2.9763
H 3.8674 0.3901 3.8910
H 4.0015 1.5472 2.5637
H 4.5323 -0.1140 2.3331
H 2.0414 1.5729 -2.9485
H 1.3671 3.0467 -2.2419
H 0.4564 1.5435 -2.1656
H 4.4307 0.6883 -1.4854
H 4.7786 1.5068 0.0376
H 4.4547 2.4498 -1.4248
H 1.1406 3.3428 0.9752
H 2.3880 4.0394 -0.0576
H 2.8480 3.2126 1.4319
H 2.7783 -0.7447 -2.8051
H 1.0581 -1.0862 -2.6002
H 2.2170 -2.4193 -2.7688
H 4.7519 -1.4684 -0.4586
H 4.1660 -3.1169 -0.6808
H 4.1675 -2.3775 0.9277
H 2.4244 -4.5597 0.2988
H 0.6591 -6.1047 1.1119
H -1.6945 -5.2519 1.3198
H -2.1486 -2.8604 0.6644
Cl -6.3523 3.5033 1.9679
C -5.1320 2.3022 1.5319
C -3.8609 2.8143 1.1516
Cl -3.2490 4.2208 2.0246
C -3.1101 2.3539 0.1054
Cl -1.1467 1.9083 0.2507
C -3.5578 0.0232 0.2953
O -2.5619 -0.7600 0.1907
C -4.5826 -0.0769 1.1895
Cl -4.6085 -1.4972 2.2288
C -5.4907 0.9869 1.4827
Cl -7.1712 0.5212 1.7985
N -3.6265 1.2094 -0.5549
C -3.4607 1.0822 -1.9198
C -3.4219 2.2420 -2.7119
C -3.2807 2.1540 -4.0842
C -3.1926 0.9205 -4.7157
C -3.2447 -0.2270 -3.9368
C -3.3691 -0.1623 -2.5612
H -3.4925 3.2005 -2.2173
H -3.2420 3.0675 -4.6677
H -3.0772 0.8544 -5.7910
H -3.1630 -1.2017 -4.4060
H -3.3655 -1.0639 -1.9665
*
```



2.
Formula: C9H14O
Source: the Open Molecules 2025 dataset
Level of theory: ωB97M-V/def2-TZVPD

## Properties
* E_tot: -426.5597 a.u.
* ΔE to the lowest compared entry with this formula, charge and spin: 0.3563 eV
* highest occupied orbital energy: -8.47 eV
* largest force on an atom: 1.4 eV/A
* SMILES: Cc1ccc(O)cc1.CC

```
! RIJCOSX wB97M-V def2-TZVPD def2/J DEFGRID3
* xyz 0 1
C -2.2602 -1.6851 -1.3471
C -0.8743 -1.1029 -1.2799
C 0.2241 -1.9093 -0.9908
C 1.5056 -1.3957 -0.8646
C 1.7113 -0.0486 -1.1274
O 2.9425 0.5407 -0.9485
C 0.6575 0.7647 -1.4595
C -0.6161 0.2214 -1.5915
H -2.4024 -2.5304 -0.6782
H -2.4427 -2.0254 -2.3702
H -3.0449 -1.0145 -0.9845
H 0.0534 -2.9692 -0.8126
H 2.2828 -2.0486 -0.4781
H 3.5706 -0.1661 -0.7343
H 0.7899 1.8359 -1.4611
H -1.4208 0.9012 -1.8621
C -0.5790 1.5674 2.9781
C 0.3841 1.5293 1.8070
H -1.4293 2.1983 2.7264
H -0.9017 0.5860 3.2915
H -0.1729 2.1629 3.7998
H 1.4315 1.3794 2.0815
H 0.4322 2.4566 1.2230
H 0.1587 0.7519 1.0830
*
```



3.
Formula: C28H20AsIOsS
Source: the Open Molecules 2025 dataset
Level of theory: ωB97M-V/def2-TZVPD

## Properties
* E_tot: -4100.6678 a.u.
* expectation value of S²: 6.06
* highest occupied orbital energy (alpha / beta): -14.19 / -14.54 eV
* largest force on an atom: 0.8 eV/A

```
! RIJCOSX wB97M-V def2-TZVPD def2/J DEFGRID3
* xyz 2 5
Os -1.5466 0.2316 -1.1214
I -2.0303 -2.3924 -1.0302
C -2.8688 -2.0803 0.8676
C -3.0986 -3.1567 1.6935
C -3.7369 -2.9447 2.9175
C -4.1419 -1.6758 3.2665
C -3.9034 -0.5778 2.4185
C -4.3820 0.7144 2.7501
C -4.1992 1.7781 1.8898
C -3.4934 1.6023 0.7065
C -2.9313 0.3630 0.3374
C -3.2117 -0.7597 1.1940
H -2.8113 -4.1585 1.4001
H -3.9313 -3.7850 3.5694
H -4.6651 -1.5082 4.1997
H -4.9196 0.8468 3.6811
H -4.5898 2.7560 2.1355
H -3.3461 2.4693 0.0752
S -1.1449 2.4014 -1.5580
C 0.5270 2.7522 -1.9743
C 0.8520 4.0576 -2.3330
C 2.1654 4.3576 -2.6617
C 3.1460 3.3740 -2.6334
C 2.8237 2.0717 -2.2663
C 1.5164 1.7664 -1.9309
As 0.9453 0.0298 -1.3727
C 0.8405 0.1120 0.5595
C 0.5503 -1.0516 1.2820
C 0.3446 -0.9828 2.6498
C 0.4199 0.2421 3.3010
C 0.7172 1.3988 2.5896
C 0.9290 1.3395 1.2225
C 2.1883 -1.2878 -1.9713
C 3.1742 -1.7474 -1.1013
C 4.1137 -2.6556 -1.5656
C 4.0609 -3.0922 -2.8825
C 3.0733 -2.6295 -3.7433
C 2.1269 -1.7239 -3.2918
H 0.0868 4.8224 -2.3654
H 2.4229 5.3675 -2.9504
H 4.1656 3.6195 -2.8970
H 3.5884 1.3049 -2.2459
H 0.5174 -2.0121 0.7812
H 0.1388 -1.8855 3.2103
H 0.2663 0.2934 4.3710
H 0.7943 2.3473 3.1040
H 1.1652 2.2434 0.6751
H 3.2105 -1.3994 -0.0765
H 4.8868 -3.0194 -0.9026
H 4.7962 -3.7994 -3.2422
H 3.0410 -2.9760 -4.7673
H 1.3575 -1.3614 -3.9634
*
```



4.
Formula: C37H30F6IN5O5RuS
Source: the Open Molecules 2025 dataset
Level of theory: ωB97M-V/def2-TZVPD

## Properties
* E_tot: -3467.6621 a.u.
* ΔE to the lowest compared entry with this formula, charge and spin: 0.2752 eV
* expectation value of S²: 0.76
* highest occupied orbital energy (alpha / beta): -9.62 / -9.62 eV
* largest force on an atom: 1.1 eV/A

```
! RIJCOSX wB97M-V def2-TZVPD def2/J DEFGRID3
* xyz 1 2
Ru -0.4729 0.0564 -0.9459
C -2.4280 2.3225 -4.5439
C -2.7844 2.7898 -3.1643
N -3.7550 3.6690 -3.0491
C -4.0744 4.1609 -1.8404
C -3.3992 3.8300 -0.6925
C -3.8028 4.4623 0.6153
O -4.1865 3.5091 1.6013
C -2.3620 2.8764 -0.7882
C -1.6584 2.4917 0.4215
N -0.8617 1.4924 0.5492
C -0.5660 1.1041 1.8910
C 0.3386 1.7721 2.6868
C 0.5450 1.3522 3.9970
C -0.1564 0.2713 4.5028
C -1.0704 -0.4106 3.7028
C -1.2647 0.0097 2.4070
I -2.5610 -1.0386 1.1009
C -2.0779 2.2930 -2.0284
O -1.1363 1.3928 -2.2205
H -2.6197 3.1306 -5.2466
H -3.0370 1.4647 -4.8343
H -1.3837 2.0257 -4.5915
H -4.8970 4.8662 -1.8077
H -4.6066 5.1780 0.4273
H -2.9755 5.0221 1.0548
H -4.9861 3.0631 1.3032
H -1.8944 3.0555 1.3196
H 0.8920 2.6055 2.2732
H 1.2611 1.8718 4.6186
H 0.0071 -0.0568 5.5200
H -1.6104 -1.2624 4.0924
F -1.3089 -4.2973 -5.9913
C -0.4404 -4.4438 -4.9593
C -0.6086 -3.6307 -3.8803
C 0.3011 -3.6765 -2.8187
C 0.2313 -2.6932 -1.7507
O -0.6775 -1.7998 -1.8187
C 1.1834 -2.8140 -0.7191
C 2.1270 -3.8022 -0.8045
N 2.2618 -4.6458 -1.8374
C 3.3598 -5.5928 -1.8666
C 4.7009 -5.1563 -1.3738
C 4.4760 -5.3528 -2.8438
C 1.3440 -4.6099 -2.8721
C 1.4665 -5.4646 -3.9717
C 0.6180 -5.3738 -5.0591
N 0.8784 -6.1832 -6.1897
C -0.0208 -6.2228 -7.3286
C 0.2200 -5.0616 -8.2863
N 1.6719 -5.0617 -8.7110
C 2.6277 -5.1235 -7.5456
C 2.2556 -6.2851 -6.6451
C 1.2870 -1.9405 0.5148
O 1.9969 -2.3438 1.4234
O 0.6184 -0.8484 0.5396
H -1.4097 -2.9029 -3.8699
H 2.8313 -3.9030 0.0094
H 3.0482 -6.6124 -1.6768
H 5.2834 -5.8855 -0.8308
H 4.8084 -4.1381 -1.0278
H 4.9184 -6.2107 -3.3317
H 4.4046 -4.4537 -3.4431
H 2.2526 -6.2022 -3.9794
H -1.0561 -6.2231 -7.0145
H 0.1534 -7.1706 -7.8511
H 0.0396 -4.1003 -7.8080
H -0.3859 -5.1412 -9.1870
H 1.8623 -4.2189 -9.2549
H 1.8447 -5.8587 -9.3261
H 2.5399 -4.1771 -7.0204
H 3.6357 -5.2130 -7.9483
H 2.9479 -6.2948 -5.8098
H 2.3797 -7.2363 -7.1729
F 1.6700 -2.1395 -7.5101
C 1.6022 -1.6210 -6.2596
C 2.7307 -1.5594 -5.4646
F 3.8908 -2.0553 -5.9221
C 2.6382 -1.0041 -4.2033
F 3.7561 -0.9796 -3.4713
C 1.4422 -0.4962 -3.6636
S 1.5612 0.2044 -2.0585
C 0.3261 -0.6291 -4.4957
F -0.8934 -0.2868 -4.1035
C 0.4047 -1.1666 -5.7695
F -0.6976 -1.2844 -6.5183
*
```



5.
Formula: C18H28N2O3
Source: the Open Molecules 2025 dataset
Level of theory: ωB97M-V/def2-TZVPD

## Properties
* E_tot: -1037.9268 a.u.
* ΔE to the lowest compared entry with this formula, charge and spin: 1.1897 eV
* highest occupied orbital energy: -8.32 eV
* largest force on an atom: 0.5 eV/A
* SMILES: COc1ccccc1OCC(=O)NC1CC(C)(C)NC(C)(C)C1

```
! RIJCOSX wB97M-V def2-TZVPD def2/J DEFGRID3
* xyz 0 1
C -2.8910 0.2231 4.0502
O -2.4601 -0.5789 2.9799
C -2.8149 -0.2128 1.7133
C -3.5054 0.9391 1.3783
C -3.7881 1.2275 0.0497
C -3.3824 0.3674 -0.9470
C -2.6926 -0.7946 -0.6280
C -2.4094 -1.0981 0.6915
O -1.7330 -2.2112 1.1198
C -1.1615 -3.0523 0.1454
C -0.0911 -2.3461 -0.7020
O 0.1529 -2.6770 -1.8426
N 0.5330 -1.3618 -0.0348
C 1.4145 -0.4001 -0.6578
C 2.6772 -0.1966 0.1706
C 3.6837 0.6455 -0.6279
C 4.6326 1.3889 0.3288
C 4.5306 -0.2734 -1.5228
N 2.9581 1.5317 -1.5263
C 1.6624 2.0869 -1.1795
C 1.7070 3.1164 -0.0318
C 1.1611 2.8027 -2.4410
C 0.6901 0.9387 -0.8209
H -2.5325 -0.2726 4.9511
H -2.4636 1.2307 3.9986
H -3.9828 0.2946 4.0873
H -3.8254 1.6266 2.1449
H -4.3244 2.1321 -0.1926
H -3.5946 0.5890 -1.9813
H -2.3755 -1.4513 -1.4219
H -1.9164 -3.4849 -0.5218
H -0.6909 -3.8649 0.7067
H 0.2217 -1.1580 0.9049
H 1.6720 -0.8074 -1.6385
H 3.1222 -1.1596 0.4225
H 2.4120 0.3067 1.1033
H 5.1548 0.6769 0.9637
H 4.0930 2.0840 0.9657
H 5.3735 1.9484 -0.2394
H 3.8884 -0.8620 -2.1706
H 5.1368 -0.9448 -0.9203
H 5.1897 0.3225 -2.1492
H 3.5719 2.2569 -1.8759
H 1.9373 2.6429 0.9189
H 0.7419 3.6097 0.0600
H 2.4614 3.8749 -0.2345
H 1.1830 2.1160 -3.2825
H 0.1441 3.1583 -2.2978
H 1.7958 3.6552 -2.6744
H -0.0726 0.8337 -1.5926
H 0.1747 1.1716 0.1143
*
```



6.
Formula: H24O12
Source: the Open Molecules 2025 dataset
Level of theory: ωB97M-V/def2-TZVPD

## Properties
* E_tot: -917.2281 a.u.
* ΔE to the lowest compared entry with this formula, charge and spin: 2.6463 eV
* highest occupied orbital energy: -10.96 eV
* largest force on an atom: 0.4 eV/A
* SMILES: O.O.O.O.O.O.O.O.O.O.O.O

```
! RIJCOSX wB97M-V def2-TZVPD def2/J DEFGRID3
* xyz 0 1
O -10.1387 -20.9425 19.5347
H -9.3084 -20.9265 20.0108
H -10.6690 -21.5903 19.9987
O -10.4391 -16.7409 14.3937
H -10.4638 -16.8937 15.3383
H -10.9819 -15.9635 14.2621
O -9.6012 -15.5136 18.2693
H -9.6747 -16.3112 18.7934
H -10.2825 -14.9363 18.6140
O -5.0009 -15.7679 20.7659
H -4.7939 -16.6907 20.9138
H -5.4334 -15.4868 21.5723
O -2.1522 -17.5161 17.5980
H -2.0924 -18.0467 16.8035
H -1.2433 -17.3852 17.8682
O -3.0296 -19.4937 20.8875
H -2.3151 -20.1286 20.9396
H -2.8274 -18.9679 20.1136
O -5.9856 -21.9484 13.9003
H -5.7660 -21.1766 13.3784
H -5.9281 -22.6789 13.2845
O -11.7251 -20.7566 15.3305
H -11.2675 -21.4884 15.7443
H -11.1394 -20.0090 15.4498
O -6.6455 -18.0551 16.2879
H -6.4554 -18.6870 16.9812
H -7.0005 -18.5831 15.5727
O -5.4099 -21.5158 17.7637
H -4.5902 -21.9796 17.9345
H -5.6574 -21.7837 16.8787
O -5.3753 -19.0224 11.3509
H -6.0162 -18.3246 11.2144
H -5.1325 -19.3013 10.4680
O -6.8608 -21.0952 21.5094
H -6.3196 -21.2296 20.7313
H -6.2524 -20.7653 22.1707
*
```



7.
Formula: CH5O2
Source: the Open Molecules 2025 dataset
Level of theory: ωB97M-V/def2-TZVPD

## Properties
* E_tot: -191.5536 a.u.
* ΔE to the lowest compared entry with this formula, charge and spin: 0.5058 eV
* highest occupied orbital energy: -3.43 eV
* largest force on an atom: 2.0 eV/A

```
! RIJCOSX wB97M-V def2-TZVPD def2/J DEFGRID3
* xyz -1 1
C 0.1678 -1.0317 0.2966
O -0.3159 -0.3753 -0.8386
H 0.6072 -2.0209 -0.0015
H 1.0210 -0.5093 0.8853
H -0.6942 -1.1528 1.0375
H 0.3102 2.0443 -0.2920
H -0.5049 0.9158 -0.4993
O -0.5913 2.1300 -0.5881
*
```



8.
Formula: C43H55N5P2S2Si2Tl
Source: the Open Molecules 2025 dataset
Level of theory: ωB97M-V/def2-TZVPD

## Properties
* E_tot: -4176.0782 a.u.
* ΔE to the lowest compared entry with this formula, charge and spin: 1.4584 eV
* highest occupied orbital energy: -3.53 eV
* largest force on an atom: 1.8 eV/A

```
! RIJCOSX wB97M-V def2-TZVPD def2/J DEFGRID3
* xyz -1 1
Tl 0.8758 1.3011 0.2863
C 4.2470 -0.4636 1.6616
Si 2.6365 -1.3288 2.1873
C 1.9705 -0.3962 3.7089
C 3.0973 -3.0862 2.7498
N 1.3994 -1.2050 1.0397
P 1.0857 -1.8249 -0.4137
C 0.7756 -0.6737 -1.6220
P -0.6905 -0.0215 -2.1912
N -0.8685 1.5008 -1.7110
Si -1.8170 2.8462 -2.1172
C -3.1962 2.6233 -3.4028
C -0.6488 4.2095 -2.7622
C -2.6139 3.6336 -0.5840
C -2.3301 -0.8533 -2.0274
C -3.3354 -0.7539 -2.9872
C -4.5915 -1.2934 -2.7501
C -4.8571 -1.9617 -1.5632
C -3.8625 -2.0643 -0.6019
C -2.6222 -1.4908 -0.8274
C -0.4596 -0.0146 -4.0187
C -0.8920 -0.9915 -4.9100
C -0.5559 -0.9159 -6.2555
C 0.2387 0.1196 -6.7245
C 0.7033 1.0833 -5.8378
C 0.3515 1.0151 -4.5001
C 2.5914 -2.7295 -0.9585
C 3.5439 -2.0148 -1.6819
C 4.7658 -2.5861 -2.0005
C 5.0466 -3.8902 -1.6121
C 4.1026 -4.6129 -0.8983
C 2.8858 -4.0322 -0.5647
C -0.0500 -3.2454 -0.1037
C -0.5879 -3.4115 1.1702
C -1.4927 -4.4319 1.4262
C -1.8577 -5.3060 0.4099
C -1.3234 -5.1452 -0.8612
C -0.4324 -4.1137 -1.1206
H 4.9067 -0.2580 2.5095
H 4.0060 0.4877 1.1790
H 4.7975 -1.0704 0.9377
H 2.7782 -0.0515 4.3621
H 1.2998 -1.0244 4.3011
H 1.4010 0.4759 3.3753
H 3.6193 -3.0694 3.7108
H 3.7447 -3.5719 2.0178
H 2.2012 -3.7030 2.8594
H -2.8054 2.1893 -4.3274
H -3.6514 3.5873 -3.6457
H -3.9795 1.9649 -3.0237
H -0.3842 4.0729 -3.8140
H 0.2753 4.1948 -2.1780
H -1.1006 5.1998 -2.6524
H -3.4561 3.0553 -0.1990
H -2.9660 4.6422 -0.8219
H -1.8734 3.7097 0.2161
H -3.1392 -0.2485 -3.9229
H -5.3655 -1.1979 -3.5031
H -5.8362 -2.3936 -1.3916
H -4.0500 -2.6065 0.3180
H -1.8481 -1.5211 -0.0815
H -1.4945 -1.8204 -4.5572
H -0.9163 -1.6697 -6.9464
H 0.4983 0.1737 -7.7752
H 1.3389 1.8856 -6.1948
H 0.6881 1.7614 -3.7896
H 3.2916 -1.0070 -1.9917
H 5.5069 -2.0151 -2.5479
H 6.0009 -4.3401 -1.8601
H 4.3190 -5.6289 -0.5880
H 2.1608 -4.5947 0.0110
H -0.2649 -2.7204 1.9422
H -1.9113 -4.5563 2.4198
H -2.5593 -6.1080 0.6066
H -1.6036 -5.8333 -1.6502
H -0.0257 -3.9734 -2.1163
S 4.7314 4.4880 -1.6802
C 3.9040 2.9554 -1.4863
N 3.4227 2.7218 -0.3234
C 3.6884 3.7536 0.5499
C 3.3024 3.8059 1.8909
C 3.6285 4.9211 2.6333
C 4.3362 5.9863 2.0681
C 4.7298 5.9532 0.7425
C 4.4019 4.8324 -0.0086
H 3.8110 2.2847 -2.3295
H 2.7531 2.9694 2.3022
H 3.3300 4.9726 3.6726
H 4.5791 6.8478 2.6766
H 5.2791 6.7790 0.3094
C -1.3614 2.8143 5.0796
C -2.6278 2.5752 4.2657
N -2.9494 1.1606 4.1600
C -2.5056 0.3804 3.1362
S -1.8609 0.9923 1.7283
N -2.6382 -0.9642 3.3128
C -3.6787 -1.5668 4.1381
C -5.0962 -1.2003 3.6863
H -1.1312 3.8799 5.1191
H -0.5241 2.3001 4.6055
H -1.4769 2.4484 6.1023
H -2.4926 2.9436 3.2521
H -3.4816 3.0913 4.7118
H -3.0962 0.6920 5.0419
H -2.4184 -1.4683 2.4649
H -3.5279 -1.2787 5.1826
H -3.5345 -2.6453 4.0826
H -5.3290 -0.1700 3.9528
H -5.8348 -1.8630 4.1391
H -5.1674 -1.2831 2.6025
*
```



9.
Formula: C4H12O
Source: the Open Molecules 2025 dataset
Level of theory: ωB97M-V/def2-TZVPD

## Properties
* E_tot: -234.7976 a.u.
* ΔE to the lowest compared entry with this formula, charge and spin: 0.9523 eV
* highest occupied orbital energy: -10.19 eV
* largest force on an atom: 2.4 eV/A
* SMILES: CCO.CC

```
! RIJCOSX wB97M-V def2-TZVPD def2/J DEFGRID3
* xyz 0 1
C 0.0313 0.7637 -2.2413
C 0.3766 -0.6807 -1.7447
O -0.5244 -1.6351 -2.2088
H 0.8585 1.4179 -2.5579
H -0.4368 1.4230 -1.5165
H -0.5514 0.5758 -3.1499
H 1.4286 -0.8975 -1.9450
H 0.3226 -0.6405 -0.6660
H -1.1024 -1.3396 -2.9423
C 0.0964 0.8150 2.7193
C -0.2097 -0.4981 2.0160
H -0.6455 1.5694 2.4679
H 0.1301 0.6682 3.8023
H 1.1084 1.1347 2.4416
H 0.6085 -1.2034 2.0130
H -0.5297 -0.3446 0.9898
H -0.9612 -1.1284 2.5225
*
```